C32H45N3O5ReS2Se2 | ωB97M-V/def2-TZVPD

```
90
Properties=species:S:1:pos:R:3:lowdin_charge:R:1
Re -1.2467 0.3613 -0.7408 1.066
O -3.6279 3.3069 -2.5951 0.268
C -3.1186 2.3875 -1.8558 -0.393
O -2.1887 1.6323 -2.1973 -0.139
C -3.7016 2.1837 -0.5244 -0.128
C -4.7686 2.8771 0.0237 0.111
C -5.2076 2.5101 1.2897 0.067
C -4.5697 1.4618 1.9423 0.098
C -3.5121 0.8252 1.3117 -0.118
N -3.0819 1.1755 0.0947 0.042
C -2.7297 -0.3308 1.7892 -0.364
O -2.9118 -0.9640 2.8930 0.279
O -1.8396 -0.7348 1.0192 -0.147
H -3.2182 3.3920 -3.4763 0.190
H -5.2413 3.6772 -0.5321 0.158
H -6.0372 3.0249 1.7572 0.154
H -4.9062 1.1564 2.9256 0.150
H -3.6301 -0.6438 3.4646 0.174
C -3.4663 -1.1323 -3.2790 -0.285
Se -2.0743 -1.6795 -2.0356 1.015
C -0.5995 -1.9547 -3.2939 -0.449
C -0.1440 -0.6871 -3.9734 -0.426
Se 0.4943 0.6942 -2.7205 1.004
C 0.0781 2.2085 -3.8671 -0.274
H -3.6655 -1.9805 -3.9302 0.062
H -3.1648 -0.2624 -3.8540 0.030
H -4.3551 -0.9202 -2.6887 0.047
H -0.9592 -2.6727 -4.0322 0.106
H 0.1921 -2.4353 -2.7198 0.060
H -0.9386 -0.2292 -4.5601 0.076
H 0.6980 -0.8880 -4.6375 0.106
H 0.8825 2.2426 -4.6009 0.069
H 0.0945 3.1112 -3.2609 0.013
H -0.8780 2.0616 -4.3588 0.039
C 4.2084 -4.5572 0.9787 -0.098
C 4.9778 -3.3722 0.4064 -0.234
C 4.1176 -2.1749 0.0038 -0.188
C 3.0616 -2.4769 -1.0588 -0.167
N 1.8345 -3.0923 -0.5054 0.066
C 0.7486 -2.4865 -0.0793 -0.639
S 0.7639 -0.7006 -0.0493 0.689
N -0.3017 -3.1608 0.3474 0.030
C -0.4077 -4.6362 0.3740 -0.138
C 0.2664 -5.2698 1.5858 -0.185
C -0.3287 -4.8163 2.9152 -0.266
C 0.3342 -5.5080 4.1005 -0.086
H 4.8929 -5.3039 1.3771 0.094
H 3.6181 -5.0806 0.2166 0.068
H 3.5503 -4.2511 1.7975 0.071
H 5.5611 -3.6966 -0.4588 0.122
H 5.7038 -3.0282 1.1438 0.122
H 4.7661 -1.3950 -0.4011 0.124
H 3.6226 -1.7446 0.8823 0.109
H 3.4458 -3.1819 -1.7971 0.143
H 2.7620 -1.5736 -1.5885 0.081
H 1.9123 -4.0797 -0.2851 0.122
H -1.0004 -2.6323 0.8443 0.096
H -0.0084 -5.0172 -0.5691 0.132
H -1.4751 -4.8569 0.3774 0.136
H 1.3435 -5.0730 1.5782 0.093
H 0.1583 -6.3517 1.4810 0.140
H -1.4029 -5.0292 2.9158 0.116
H -0.2177 -3.7291 3.0209 0.098
H 0.2103 -6.5891 4.0377 0.090
H -0.1004 -5.1800 5.0430 0.083
H 1.4040 -5.2955 4.1332 0.080
O -0.6555 2.0583 0.2541 -0.655
S 0.8673 2.5470 0.4106 1.089
C 0.9722 3.8473 -0.7753 -0.429
C -0.1122 4.6732 -1.0671 -0.105
C 0.0586 5.6849 -1.9980 -0.040
C 1.2940 5.8641 -2.6195 -0.016
C 2.3635 5.0318 -2.3197 -0.022
C 2.2073 4.0071 -1.3938 -0.062
C 0.9437 3.2966 1.9850 -0.392
C 0.5511 4.6115 2.2383 -0.041
C 0.6933 5.1044 3.5221 -0.022
C 1.2262 4.3002 4.5271 -0.007
C 1.6239 2.9956 4.2615 -0.031
C 1.4911 2.4850 2.9815 -0.073
H -1.0580 4.5419 -0.5555 0.112
H -0.7593 6.3566 -2.2243 0.126
H 1.4226 6.6669 -3.3336 0.133
H 3.3218 5.1827 -2.7982 0.133
H 3.0401 3.3585 -1.1473 0.128
H 0.1773 5.2505 1.4509 0.111
H 0.4123 6.1257 3.7398 0.130
H 1.3512 4.7051 5.5227 0.133
H 2.0596 2.3895 5.0437 0.128
H 1.8304 1.4820 2.7502 0.110
```

Summary:
HOMO (alpha / beta) = -18.8087 / -18.8125 eV
Expectation value of S² = 0.757
Total charge = +4
Frontier orbital gap (alpha / beta) = 0.2391 / 0.2243 Eh
Spin multiplicity = 2


C24H30NO3 | ωB97M-V/def2-TZVPD

```
58
Properties=species:S:1:pos:R:3:lowdin_charge:R:1
C 1.4280 -4.2323 2.1995 -0.072
C 1.7711 -2.8989 2.7702 -0.336
C 3.1970 -2.4918 2.8704 -0.060
C 0.7936 -2.1009 3.2311 -0.105
N 0.9762 -0.7844 3.7295 -0.147
C 0.0842 -0.3095 4.8020 -0.145
C 0.6667 0.9228 5.4951 -0.184
O 0.9858 1.9459 4.5608 -0.141
C 1.9095 1.5058 3.5750 -0.185
C 1.3762 0.2978 2.8074 -0.142
H 2.3189 -4.7648 1.8613 0.074
H 0.9280 -4.8570 2.9424 0.087
H 0.7591 -4.1304 1.3423 0.055
H 3.8660 -3.3279 2.6653 0.074
H 3.4369 -1.7009 2.1613 0.067
H 3.4227 -2.1274 3.8728 0.090
H -0.2173 -2.4742 3.2190 0.112
H -0.8907 -0.0773 4.3650 0.117
H -0.0748 -1.1267 5.5141 0.127
H -0.0304 1.3491 6.2285 0.130
H 1.5854 0.6694 6.0352 0.124
H 2.1130 2.3563 2.9121 0.128
H 2.8483 1.2658 4.0848 0.124
H 2.1155 -0.0791 2.0958 0.104
H 0.5005 0.5808 2.2173 0.116
C -5.9646 1.0281 -2.1240 -0.070
O -5.3218 0.5600 -0.9604 -0.043
C -4.0904 -0.0524 -1.1727 -0.188
C -3.5213 -0.7680 -0.1064 0.031
C -2.3588 -1.4689 -0.2547 0.013
C -1.6882 -1.5177 -1.4985 -0.190
C -0.5248 -2.3157 -1.6244 0.122
C 0.1582 -2.7384 -2.7916 -0.180
C 1.4445 -3.3142 -2.6535 0.061
C 2.1460 -3.6978 -3.7624 -0.139
C 1.6100 -3.5529 -5.0601 -0.137
O 2.5016 -3.9303 -6.0540 0.028
C 3.7218 -4.3251 -5.4219 -0.124
C 3.5263 -4.2435 -3.8970 -0.075
C 0.3111 -3.0620 -5.2050 0.043
C -0.3904 -2.6658 -4.0993 0.008
C -2.2102 -0.7102 -2.5356 0.006
C -3.3730 -0.0069 -2.3793 0.014
H -6.9753 1.3353 -1.8556 0.106
H -5.4311 1.8870 -2.5298 0.099
H -6.0268 0.2315 -2.8659 0.103
H -4.0390 -0.7552 0.8344 0.131
H -1.9429 -2.0026 0.5824 0.121
H -0.0967 -2.6548 -0.6963 0.119
H 1.8863 -3.4256 -1.6818 0.132
H 3.9733 -5.3347 -5.7685 0.134
H 4.5088 -3.6465 -5.7699 0.133
H 4.2518 -3.5787 -3.4124 0.133
H 3.6000 -5.2243 -3.4146 0.132
H -0.1153 -3.0010 -6.1900 0.131
H -1.4074 -2.3448 -4.2220 0.110
H -1.6444 -0.5875 -3.4394 0.113
H -3.7203 0.6271 -3.1737 0.114
```

Summary:
HOMO = -9.8001 eV
Total charge = +1
Frontier orbital gap = 0.1648 Eh


C3H6N4 | ωB97M-V/def2-TZVPD

```
13
Properties=species:S:1:pos:R:3:lowdin_charge:R:1
C -1.3001 0.5438 0.8490 -0.358
C -1.4884 -0.0412 -0.4483 -0.119
C 0.1898 0.7069 1.4200 -0.075
N 0.9992 -0.8040 -3.1348 0.196
N 1.3657 -0.8770 -2.1013 -0.314
N 1.9427 -0.7397 -1.0684 0.120
N -1.7364 -0.8012 0.5343 0.121
H -2.1293 1.1645 1.2628 0.117
H -1.6117 0.0885 -1.5112 0.100
H 0.8301 1.1330 0.6729 0.030
H 0.6970 -0.2023 1.6557 0.036
H 0.0676 1.3295 2.3962 0.092
H 2.1737 -1.5010 -0.5270 0.053
```

Summary:
HOMO = -10.0251 eV
Total charge = 0
Frontier orbital gap = 0.4089 Eh


C24H16BBrN4O4PdS | ωB97M-V/def2-TZVPD

```
52
Properties=species:S:1:pos:R:3:lowdin_charge:R:1
Pd 2.0221 1.1513 -1.2512 0.781
Br -1.5919 -8.3754 2.8124 0.629
C -2.3785 -6.8566 1.9618 -0.729
C -3.5520 -7.0057 1.2404 -0.168
C -4.1198 -5.9075 0.6228 -0.060
C -3.5300 -4.6251 0.6747 -0.325
C -2.3266 -4.5180 1.4156 -0.044
C -1.7686 -5.6169 2.0509 -0.151
N -4.2560 -3.6048 0.1002 -0.012
N -3.8462 -2.3634 0.0183 0.041
C -2.6488 -2.0369 -0.4491 -0.272
C -1.7665 -2.9326 -1.1406 -0.029
C -0.5656 -2.5465 -1.6107 0.004
C -0.0344 -1.2060 -1.3847 -0.338
O 1.0785 -0.8986 -1.7993 -0.028
C -0.9370 -0.2561 -0.6689 -0.147
N -0.4582 0.9718 -0.4400 0.106
C -1.2605 1.8972 0.0271 -0.124
C -2.6102 1.6406 0.3094 -0.058
C -3.0862 0.3623 0.1678 -0.020
C -2.2340 -0.6413 -0.3221 -0.091
H -4.0235 -7.9783 1.1718 0.086
H -5.0490 -6.0078 0.0746 0.096
H -1.8293 -3.5623 1.4977 0.102
H -0.8521 -5.5066 2.6172 0.094
H -2.1157 -3.9423 -1.3115 0.111
H 0.0590 -3.2255 -2.1769 0.110
H -0.8173 2.8748 0.1935 0.106
H -3.2584 2.4420 0.6421 0.093
H -4.1077 0.1005 0.4084 0.101
C 2.3673 -0.7272 1.0784 -0.099
C 3.0988 0.2335 0.1354 -0.518
O 4.3203 0.2006 0.1673 -0.077
H 3.0552 -1.0930 1.8451 0.058
H 2.0132 -1.5769 0.4893 0.054
H 1.4983 -0.2443 1.5316 0.056
S 0.7501 2.4857 -5.8132 0.298
C 1.0764 2.2068 -4.2119 -0.979
N 1.2940 2.0296 -3.0835 -0.031
O 1.9833 3.6804 0.4198 0.101
B 2.6674 2.8882 -0.5709 -0.515
O 3.6997 3.7219 -1.1047 0.125
C 3.6093 4.9280 -0.4919 -0.228
C 4.3743 6.0549 -0.6846 -0.007
C 4.0672 7.1815 0.0898 -0.123
C 3.0359 7.1542 1.0193 -0.126
C 2.2658 5.9999 1.2065 -0.013
C 2.5714 4.9045 0.4336 -0.232
H 5.1807 6.0605 -1.4073 0.112
H 4.6463 8.0885 -0.0413 0.085
H 2.8293 8.0367 1.6125 0.084
H 1.4600 5.9598 1.9289 0.109
```

Summary:
HOMO = -1.8028 eV
Total charge = -2
Frontier orbital gap = 0.2021 Eh


- Which value of total charge does entry 2 give?
  +1